73
Properties=species:S:1:pos:R:3:mulliken_spin:R:1 method="wB97M-V/def2-TZVPD" fmax_ha_per_bohr=0.0589 energy_ha=-1847.789322 s2=2.01 multiplicity=3
N 0.963 -1.402 1.624 -0.001
P 2.699 -1.077 1.707 0.000
O 3.037 -0.103 0.363 0.001
B 2.949 0.013 3.291 0.000
C 2.546 1.569 3.239 0.000
O 3.359 2.272 2.731 0.000
N 1.311 2.119 3.792 0.000
C 0.321 2.383 2.841 0.000
O -0.799 2.269 3.129 0.000
F 0.656 2.767 1.604 0.000
H 0.490 -0.719 1.024 0.000
H 0.614 -1.282 2.576 0.002
H 2.196 0.339 0.146 0.000
H 3.422 -0.378 4.303 0.000
H 0.974 1.484 4.512 0.000
C -3.137 -5.873 0.795 0.017
C -2.732 -5.014 2.026 0.014
C -3.510 -5.448 3.281 0.019
C -4.950 -4.950 3.349 -0.018
C -5.016 -3.449 3.082 0.022
C -4.336 -3.063 1.764 0.024
N -2.936 -3.575 1.687 0.343
O -2.193 -2.856 2.488 0.591
C -5.188 -3.601 0.594 0.013
C -4.393 -1.541 1.588 -0.006
C -1.257 -5.369 2.274 -0.012
H -3.203 -5.275 -0.114 -0.012
H -2.394 -6.640 0.574 0.001
H -4.087 -6.391 0.941 0.000
H -2.992 -5.077 4.172 0.003
H -3.501 -6.539 3.360 0.001
H -5.576 -5.496 2.638 0.000
H -5.363 -5.161 4.339 0.002
H -6.061 -3.128 3.071 0.000
H -4.546 -2.918 3.917 0.002
H -4.725 -3.369 -0.368 -0.006
H -6.176 -3.136 0.602 0.000
H -5.366 -4.673 0.633 0.001
H -3.910 -1.005 2.405 -0.001
H -5.430 -1.201 1.560 0.001
H -3.920 -1.236 0.651 -0.001
H -0.626 -5.056 1.439 -0.001
H -1.146 -6.447 2.392 0.000
H -0.868 -4.916 3.186 0.001
C 3.195 3.168 -1.270 0.034
C 3.646 2.917 -2.736 0.023
C 4.705 3.945 -3.170 0.019
C 4.156 5.323 -3.526 -0.018
C 2.988 5.205 -4.501 0.021
C 1.893 4.266 -3.984 0.026
N 2.436 2.928 -3.611 0.322
O 2.720 2.280 -4.713 0.591
C 1.196 4.936 -2.781 0.015
C 0.781 4.153 -5.034 -0.008
C 4.347 1.550 -2.693 -0.016
H 2.122 3.014 -1.141 -0.020
H 3.663 2.470 -0.573 0.001
H 3.447 4.171 -0.920 0.000
H 5.235 3.565 -4.051 0.004
H 5.460 4.048 -2.386 0.001
H 3.851 5.857 -2.621 0.000
H 4.948 5.925 -3.979 0.002
H 2.571 6.198 -4.689 0.000
H 3.365 4.848 -5.466 0.004
H 0.422 4.288 -2.364 -0.007
H 0.712 5.864 -3.094 0.000
H 1.872 5.215 -1.977 0.001
H 1.144 3.780 -5.992 0.000
H 0.341 5.133 -5.226 0.001
H -0.018 3.493 -4.690 -0.001
H 3.650 0.752 -2.427 0.001
H 5.142 1.561 -1.948 0.001
H 4.816 1.294 -3.644 0.000

---

63
Properties=species:S:1:pos:R:3:lowdin_charge:R:1 method="wB97M-V/def2-TZVPD" fmax_ha_per_bohr=0.0179 energy_ha=-1816.657610 smiles="COc1ccc(S(=O)(=O)NC[C@H]2CC[C@@H](C(=O)N3CCC4(CC3)OCCO4)CC2)cc1"
C -3.413 0.614 -2.896 -0.076
H -2.841 -0.301 -3.072 0.090
O -2.934 1.296 -1.758 -0.094
C -2.840 0.611 -0.592 -0.274
C -3.314 -0.685 -0.398 -0.007
C -3.136 -1.300 0.826 -0.051
C -2.500 -0.631 1.851 -0.300
C -2.050 0.666 1.682 -0.061
C -2.226 1.289 0.465 0.015
H -1.878 2.296 0.299 0.112
H -1.562 1.159 2.507 0.117
S -2.146 -1.523 3.348 0.660
O -1.575 -0.644 4.327 -0.290
O -3.295 -2.311 3.706 -0.292
N -0.947 -2.555 2.792 -0.124
H -1.353 -3.423 2.485 0.113
C 0.280 -2.703 3.541 -0.197
H 0.281 -1.895 4.277 0.106
C 1.571 -2.619 2.704 -0.301
C 1.947 -1.183 2.322 -0.139
C 1.120 -0.657 1.157 -0.130
H 0.065 -0.672 1.425 0.094
H 1.389 0.378 0.936 0.108
C 1.320 -1.554 -0.070 -0.220
C 0.561 -0.959 -1.244 -0.393
O -0.584 -1.289 -1.509 0.067
N 1.218 -0.047 -2.002 -0.031
C 2.554 0.465 -1.765 -0.127
H 2.780 0.422 -0.701 0.111
C 2.668 1.925 -2.216 -0.051
H 3.503 2.404 -1.704 0.132
H 2.833 2.013 -3.289 0.127
C 1.373 2.668 -1.873 -0.489
C 0.205 2.065 -2.684 -0.036
C 0.512 0.617 -3.076 -0.115
H -0.411 0.066 -3.252 0.110
H 1.127 0.577 -3.980 0.130
H -0.697 2.098 -2.075 0.107
H 0.055 2.675 -3.576 0.133
O 1.107 2.557 -0.478 -0.058
C 0.981 3.850 0.074 -0.141
H 0.118 3.872 0.742 0.119
C 0.828 4.751 -1.155 -0.144
H 1.286 5.732 -1.043 0.128
O 1.538 4.043 -2.146 -0.041
H -0.227 4.858 -1.439 0.127
H 1.889 4.100 0.638 0.126
H 3.290 -0.144 -2.309 0.132
C 0.796 -2.947 0.274 -0.149
C 1.559 -3.525 1.465 -0.148
H 1.138 -4.497 1.732 0.113
H 2.596 -3.692 1.158 0.116
H -0.267 -2.868 0.493 0.097
H 0.915 -3.610 -0.586 0.124
H 2.384 -1.631 -0.313 0.141
H 1.813 -0.534 3.189 0.117
H 3.006 -1.161 2.049 0.119
H 2.356 -2.991 3.375 0.137
H 0.279 -3.656 4.086 0.127
H -3.493 -2.303 0.998 0.119
H -3.798 -1.225 -1.194 0.112
H -4.476 0.371 -2.797 0.097
H -3.278 1.300 -3.731 0.097

---

56
Properties=species:S:1:pos:R:3:mulliken_spin:R:1 method="wB97M-V/def2-TZVPD" fmax_ha_per_bohr=0.0110 energy_ha=-2914.883712 s2=6.01 charge=+1 multiplicity=5
Rh -0.248 0.010 -1.707 2.486
C -2.691 -0.200 -4.807 -0.001
C -3.180 -0.143 -3.365 -0.005
O -4.603 -0.185 -3.402 -0.001
P -2.629 -1.628 -2.435 0.031
O -3.398 -2.821 -3.103 0.004
O -3.185 -1.468 -0.981 0.002
O -1.125 -1.830 -2.467 0.088
P -2.619 1.388 -2.487 0.008
O -3.466 2.500 -3.220 0.004
O -2.973 1.180 -1.042 0.019
O -1.124 1.627 -2.734 0.119
H -3.089 -1.090 -5.293 0.000
H -1.603 -0.216 -4.865 0.000
H -3.059 0.678 -5.335 0.001
H -4.975 0.115 -2.563 0.001
H -3.037 -3.704 -2.944 -0.001
H -3.222 -0.494 -0.736 -0.004
H -3.076 3.385 -3.231 -0.002
N 3.645 -0.979 -3.252 0.005
C 2.367 -1.238 -2.927 0.008
N 1.764 -0.193 -2.409 0.105
C 2.710 0.834 -2.404 0.024
C 2.598 2.158 -1.985 0.000
C 3.722 2.948 -2.101 0.007
C 4.926 2.442 -2.624 0.001
C 5.042 1.136 -3.050 -0.002
C 3.902 0.347 -2.927 0.007
H 4.283 -1.640 -3.662 -0.001
H 1.904 -2.199 -3.085 -0.001
H 1.667 2.559 -1.605 -0.010
H 3.680 3.983 -1.791 0.000
H 5.783 3.097 -2.698 0.000
H 5.967 0.753 -3.458 0.000
O 0.724 -3.204 8.416 0.073
S 1.477 -2.862 7.257 0.048
O 1.512 -3.747 6.142 0.051
O 2.588 -1.921 7.406 0.312
C 0.460 -1.166 6.538 0.396
N -0.091 -0.432 7.446 0.043
C -0.861 0.532 6.930 0.018
C -0.987 0.710 5.557 0.007
C -0.282 -0.147 4.725 0.006
N 0.484 -1.117 5.254 0.031
C -0.285 -0.074 3.236 0.008
C -0.808 1.007 2.541 0.000
C -0.772 1.003 1.160 0.008
N -0.245 -0.012 0.465 0.108
C 0.253 -1.059 1.134 -0.005
C 0.257 -1.129 2.510 0.013
H -1.367 1.182 7.632 0.001
H -1.609 1.504 5.173 0.003
H -1.238 1.861 3.043 0.000
H -1.197 1.813 0.584 -0.005
H 0.658 -1.865 0.534 -0.007
H 0.672 -1.990 3.013 -0.001

---

54
Properties=species:S:1:pos:R:3:lowdin_charge:R:1 method="wB97M-V/def2-TZVPD" fmax_ha_per_bohr=0.1187 energy_ha=-1369.655158 smiles="NC(N)=O.NC(N)=O.OCCO.OCCO.O.O.O.O.O.O"
C 4.509 -3.642 2.356 -0.834
O 5.157 -4.541 2.859 0.033
N 3.525 -3.792 1.519 0.166
N 4.813 -2.413 2.493 0.167
H 3.355 -4.776 1.367 0.126
H 2.933 -3.000 1.314 0.109
H 5.237 -2.167 3.376 0.129
H 3.996 -1.901 2.193 0.102
C -5.871 -0.214 -2.473 -0.764
O -5.750 -1.287 -3.034 0.031
N -4.844 0.590 -2.213 0.152
N -7.025 0.280 -2.085 0.153
H -3.897 0.406 -2.510 0.115
H -4.991 1.417 -1.652 0.096
H -7.158 1.109 -1.524 0.105
H -7.839 -0.317 -2.125 0.117
C -1.895 -4.051 3.183 -0.233
C -3.185 -3.093 3.197 -0.192
O -3.552 -2.564 1.894 -0.098
O -2.207 -5.393 2.980 -0.062
H -1.279 -3.994 4.080 0.113
H -1.241 -3.702 2.384 0.111
H -2.890 -2.267 3.843 0.095
H -4.099 -3.476 3.651 0.109
H -4.179 -1.840 1.963 0.071
H -2.300 -5.525 2.034 0.087
C 4.963 3.849 -5.083 -0.213
C 3.474 3.460 -5.150 -0.250
O 3.078 2.418 -4.281 -0.064
O 5.891 2.743 -4.999 -0.080
H 5.101 4.315 -4.107 0.108
H 5.304 4.530 -5.862 0.119
H 3.125 3.133 -6.129 0.113
H 2.895 4.356 -4.924 0.112
H 2.419 2.705 -3.644 0.079
H 5.762 2.353 -4.131 0.073
O -1.874 -3.195 -2.215 -0.056
H -1.735 -4.083 -1.888 0.026
H -2.785 -2.997 -1.996 0.025
O -2.235 2.996 2.091 -0.053
H -3.191 3.024 2.100 0.027
H -1.989 2.869 3.007 0.025
O 3.948 3.660 0.947 -0.053
H 4.713 3.114 0.767 0.029
H 3.423 3.609 0.148 0.022
O 0.203 4.161 -1.356 -0.052
H -0.440 3.905 -0.695 0.023
H -0.300 4.660 -2.000 0.029
O -0.730 1.405 5.714 -0.055
H -0.138 0.673 5.886 0.030
H -0.431 2.099 6.301 0.030
O 1.086 -0.004 0.939 -0.055
H 0.501 0.616 1.374 0.024
H 0.641 -0.219 0.119 0.031

---

19
Properties=species:S:1:pos:R:3:lowdin_charge:R:1 method="wB97M-V/def2-TZVPD" fmax_ha_per_bohr=0.0812 energy_ha=-1179.725177 smiles=SS.O.O.O.O.O
S -3.076 -1.022 -0.111 0.285
S -3.925 0.712 0.876 0.262
H -2.001 -0.819 0.577 -0.278
H -2.818 0.597 1.625 -0.229
H -0.171 -2.686 0.218 0.031
H 0.627 -1.964 -0.771 -0.022
O 0.696 -2.693 -0.173 -0.046
H 3.128 -0.680 -0.372 0.087
H 2.169 -1.654 0.318 0.086
O 2.364 -0.621 0.284 -0.132
H -0.311 0.299 -1.474 -0.016
H 0.810 -0.101 -2.397 0.067
O 0.046 -0.454 -1.912 -0.053
H 1.400 0.920 0.800 -0.022
H 0.867 0.775 2.108 0.030
O 1.025 1.445 1.478 -0.025
H 0.059 2.302 0.158 -0.058
H -0.665 3.272 -0.516 0.105
O -0.224 2.372 -0.719 -0.072

---

7
Properties=species:S:1:pos:R:3:lowdin_charge:R:1 method="wB97M-V/def2-TZVPD" fmax_ha_per_bohr=0.1243 energy_ha=-258.228117 smiles=c1nnn[nH]1
C 0.305 0.682 -0.009 -0.181
H 0.540 1.745 0.214 0.112
H -1.819 0.526 -0.135 0.238
N 1.388 -0.119 -0.007 -0.018
N 0.884 -1.311 -0.083 -0.095
N -0.444 -1.394 0.094 -0.012
N -0.853 -0.129 -0.074 -0.044

---

Please write out number 6 again, unchanged.
7
Properties=species:S:1:pos:R:3:lowdin_charge:R:1 method="wB97M-V/def2-TZVPD" fmax_ha_per_bohr=0.1243 energy_ha=-258.228117 smiles=c1nnn[nH]1
C 0.305 0.682 -0.009 -0.181
H 0.540 1.745 0.214 0.112
H -1.819 0.526 -0.135 0.238
N 1.388 -0.119 -0.007 -0.018
N 0.884 -1.311 -0.083 -0.095
N -0.444 -1.394 0.094 -0.012
N -0.853 -0.129 -0.074 -0.044